Entry 1:
The following is a DFT calculation (ωB97M-V/def2-TZVPD) of C5H9NO in the gas phase.

Computed properties:
* gap between HOMO and LUMO: 9.909 eV
* energy: -325.83350 Ha
* relative energy (zero: lowest compared OMol25 entry of this formula, charge and spin): 65.3 kcal per mole
* E_LUMO: 1.019 eV
* SMILES string: CN=C=CCOC
* HOMO energy: -8.9 eV

Structure (ORCA input):
```
! RIJCOSX wB97M-V def2-TZVPD def2/J DEFGRID3
* xyz 0 1
C -2.728 0.357 -1.543
N -2.489 -0.648 -0.506
C -1.626 -0.426 0.331
C -0.646 -0.247 1.186
C 0.760 -0.595 0.792
O 1.472 0.600 0.553
C 2.833 0.368 0.310
H -2.326 1.341 -1.277
H -3.800 0.438 -1.732
H -2.246 0.010 -2.462
H -0.828 0.243 2.136
H 1.256 -1.171 1.590
H 0.753 -1.228 -0.111
H 3.306 1.342 0.165
H 2.992 -0.245 -0.592
H 3.317 -0.140 1.161
*
```



Entry 2:
The following is a DFT calculation (ωB97M-V/def2-TZVPD) of 6 unconnected molecules or ions with the total composition C37H81BF4N4O3.

Computed properties:
* gap between HOMO and LUMO (spin up / spin down): 11.755 / 8.782 eV
* energy: -2326.65688 Ha
* E_LUMO (spin up / spin down): -5.356 / -8.024 eV
* <S²>: 0.7562
* HOMO energy (spin up / spin down): -17.1 / -16.8 eV

Structure (ORCA input):
```
! RIJCOSX wB97M-V def2-TZVPD def2/J DEFGRID3
* xyz 3 2
C 6.584 -4.222 2.968
C 5.207 -3.456 2.937
C 4.250 -3.996 1.830
N 2.854 -3.264 1.742
C 2.008 -3.986 0.571
C 2.672 -3.811 -0.829
C 3.026 -2.398 -1.191
C 3.546 -1.509 0.020
C 2.847 -1.811 1.395
C 2.122 -3.445 3.040
H 6.970 -4.471 1.980
H 6.322 -5.142 3.491
H 7.259 -3.647 3.602
H 5.406 -2.391 2.819
H 4.760 -3.555 3.926
H 4.114 -5.040 2.113
H 4.805 -3.858 0.902
H 1.830 -5.046 0.750
H 1.014 -3.542 0.631
H 3.585 -4.404 -0.861
H 2.056 -4.300 -1.584
H 3.768 -2.443 -1.988
H 2.171 -1.895 -1.643
H 4.605 -1.763 0.076
H 3.612 -0.434 -0.146
H 3.360 -1.297 2.207
H 1.839 -1.441 1.582
H 2.059 -4.525 3.173
H 1.118 -3.173 2.715
H 2.621 -2.999 3.900
C 1.003 -3.225 7.368
C 0.768 -2.337 6.147
C -0.720 -1.896 6.016
N -1.072 -0.773 4.922
C -1.617 -1.460 3.702
C -3.038 -1.970 3.858
C -4.067 -0.894 4.304
C -3.471 -0.270 5.688
C -2.031 0.333 5.545
C 0.153 0.049 4.413
H 2.035 -3.449 7.640
H 0.448 -4.149 7.202
H 0.593 -2.672 8.213
H 0.945 -2.793 5.172
H 1.454 -1.499 6.273
H -0.965 -1.449 6.979
H -1.338 -2.753 5.747
H -0.873 -2.149 3.302
H -1.730 -0.669 2.961
H -3.164 -2.852 4.487
H -3.457 -2.355 2.928
H -5.083 -1.268 4.183
H -4.060 -0.129 3.528
H -3.248 -1.028 6.439
H -4.145 0.442 6.165
H -1.480 0.636 6.435
H -2.150 1.042 4.726
H 0.675 0.449 5.283
H -0.230 0.907 3.861
H 0.783 -0.610 3.816
C 0.054 0.013 -4.349
C 0.738 0.720 -5.580
C 1.126 -0.251 -6.728
N 2.054 0.247 -7.899
C 2.134 -0.930 -8.937
C 2.659 -0.569 -10.375
C 1.960 0.680 -11.013
C 1.983 1.830 -10.001
C 1.450 1.504 -8.573
C 3.517 0.598 -7.434
H -0.744 -0.566 -4.815
H -0.333 0.723 -3.618
H 0.758 -0.672 -3.877
H 1.525 1.331 -5.141
H 0.071 1.484 -5.979
H 0.227 -0.593 -7.241
H 1.691 -1.080 -6.302
H 1.216 -1.513 -9.018
H 2.875 -1.595 -8.493
H 2.596 -1.425 -11.046
H 3.722 -0.330 -10.340
H 0.910 0.482 -11.228
H 2.498 0.865 -11.942
H 1.307 2.645 -10.259
H 2.950 2.323 -9.899
H 0.435 1.109 -8.610
H 1.609 2.195 -7.745
H 3.737 -0.247 -6.781
H 3.624 1.504 -6.838
H 3.980 0.723 -8.413
C -3.614 6.652 4.080
C -2.641 5.699 3.251
C -3.159 5.355 1.944
N -2.346 4.330 1.076
C -2.837 4.457 -0.412
C -4.189 3.854 -0.629
C -4.193 2.361 -0.184
C -3.798 2.249 1.344
C -2.459 2.918 1.657
C -0.935 4.791 1.068
H -3.631 7.635 3.610
H -3.233 6.840 5.084
H -4.611 6.222 4.180
H -2.538 4.809 3.871
H -1.645 6.141 3.196
H -3.177 6.247 1.318
H -4.207 5.124 1.754
H -2.896 5.464 -0.824
H -2.079 4.015 -1.059
H -5.083 4.357 -0.261
H -4.264 3.810 -1.715
H -5.194 1.965 -0.355
H -3.617 1.721 -0.853
H -4.578 2.770 1.899
H -3.654 1.197 1.588
H -2.381 2.993 2.742
H -1.657 2.298 1.257
H -0.551 4.915 2.080
H -0.931 5.755 0.559
H -0.324 4.122 0.462
B -0.699 0.136 -0.200
F -0.710 1.257 -1.017
F 0.109 -0.859 -0.717
F -0.194 0.431 1.019
F -1.973 -0.308 -0.039
O -5.084 -1.662 -0.850
C -5.851 -1.482 0.236
O -7.119 -1.415 0.044
O -5.409 -0.927 1.230
H -4.290 -1.380 -0.390
*
```



Entry 3:
The following is a DFT calculation (ωB97M-V/def2-TZVPD) of a molecular structure, C3H6N4O.

Computed properties:
* gap between HOMO and LUMO: 6.958 eV
* energy: -411.97101 Ha
* relative energy (zero: lowest compared OMol25 entry of this formula, charge and spin): 149.3 kcal per mole
* E_LUMO: -0.071 eV
* HOMO energy: -7.0 eV

Structure (ORCA input):
```
! RIJCOSX wB97M-V def2-TZVPD def2/J DEFGRID3
* xyz 0 1
C -1.821 -0.121 -0.377
C 0.589 -0.443 -0.631
C 1.753 -0.066 -0.020
O 0.630 -1.052 -1.851
N 0.149 -0.100 1.762
N -0.506 -0.430 0.138
N -0.049 1.019 2.142
N 2.746 0.649 -0.038
H -0.068 -1.724 -1.884
H -0.192 1.764 1.437
H 3.313 0.566 0.814
H -2.173 0.815 0.081
H -1.836 0.029 -1.462
H -2.532 -0.906 -0.110
*
```



Entry 4:
The following is a DFT calculation (ωB97M-V/def2-TZVPD) of a molecular structure, C57H41I4N8O2PbS2.

Computed properties:
* gap between HOMO and LUMO: 5.441 eV
* energy: -4965.31763 Ha
* relative energy (zero: lowest compared OMol25 entry of this formula, charge and spin): 42.1 kcal per mole
* E_LUMO: 1.350 eV
* HOMO energy: -4.1 eV

Structure (ORCA input):
```
! RIJCOSX wB97M-V def2-TZVPD def2/J DEFGRID3
* xyz -1 1
Pb -1.483 1.213 -0.280
I -1.588 1.137 9.842
C -1.533 1.151 7.749
C -2.120 2.198 7.061
C -2.076 2.202 5.672
C -1.457 1.171 4.977
C -0.879 0.122 5.690
C -0.907 0.112 7.075
C -1.418 1.144 3.483
C -2.386 0.201 2.925
C -3.709 0.017 3.307
C -4.288 -0.982 2.490
C -3.294 -1.413 1.647
C -3.059 -2.261 0.433
C -3.615 -3.672 0.643
C -2.853 -4.797 0.932
C -3.449 -6.035 1.148
C -4.824 -6.154 1.086
I -5.724 -8.013 1.404
C -5.612 -5.046 0.813
C -5.003 -3.823 0.592
C -0.882 -1.899 -1.020
N -0.583 -0.644 -1.393
C -0.119 -0.689 -2.682
C 0.415 0.479 -3.343
C 0.866 0.325 -4.749
C 0.353 1.156 -5.743
C 0.767 1.046 -7.063
C 1.710 0.089 -7.399
I 2.342 -0.092 -9.384
C 2.239 -0.751 -6.431
C 1.813 -0.631 -5.118
C 0.633 1.692 -2.752
C 1.556 2.697 -3.252
C 1.779 3.575 -2.260
C 0.968 3.158 -1.121
N 0.250 2.081 -1.467
C 1.072 3.726 0.162
C 0.562 3.172 1.347
C 0.980 3.629 2.679
C 0.341 2.878 3.579
C -0.541 1.963 2.854
N -0.345 2.189 1.484
C 1.956 4.923 0.268
C 1.523 6.163 -0.195
C 2.342 7.283 -0.139
C 3.615 7.158 0.393
I 4.860 8.838 0.491
C 4.077 5.935 0.853
C 3.248 4.824 0.780
C -0.145 -2.020 -3.124
C -0.608 -2.793 -2.053
N -2.179 -0.700 1.920
H -2.603 3.005 7.595
H -2.522 3.021 5.120
H -0.389 -0.682 5.151
H -0.441 -0.698 7.621
H -4.201 0.579 4.085
H -5.312 -1.319 2.506
H -1.777 -4.740 1.009
H -2.832 -6.895 1.368
H -6.689 -5.133 0.769
H -5.622 -2.962 0.373
H -0.390 1.897 -5.474
H 0.354 1.700 -7.819
H 2.984 -1.490 -6.694
H 2.238 -1.276 -4.358
H 2.051 2.661 -4.209
H 2.483 4.391 -2.252
H 1.706 4.400 2.870
H 0.453 2.902 4.650
H 0.524 6.251 -0.607
H 1.988 8.238 -0.501
H 5.079 5.839 1.248
H 3.618 3.854 1.090
H 0.158 -2.389 -4.090
H -0.731 -3.866 -2.026
C 0.789 -3.905 3.881
S 1.835 -2.439 3.730
C 0.962 -1.428 2.518
S 1.848 -0.111 1.951
N -0.236 -1.879 2.287
N -0.985 -1.129 1.294
C -1.474 -2.166 0.324
C -3.729 -1.658 -0.811
C -3.716 -2.367 -2.015
C -4.262 -1.787 -3.140
C -4.837 -0.526 -3.034
C -4.832 0.086 -1.796
N -4.288 -0.461 -0.707
H 1.292 -4.571 4.583
H -0.200 -3.651 4.255
H 0.695 -4.401 2.916
H -1.060 -3.090 0.710
H -3.271 -3.350 -2.059
H -4.239 -2.308 -4.088
H -5.278 -0.032 -3.889
H -5.275 1.067 -1.660
O 4.353 1.909 -0.637
C 3.811 0.846 -0.828
O 2.525 0.711 -1.078
C 4.553 -0.489 -0.719
N 3.674 -1.593 -1.138
C 4.273 -2.282 -2.291
C 5.215 -1.238 -2.884
C 5.774 -0.549 -1.638
H 4.819 -0.570 0.337
H 2.398 -0.251 -1.244
H 3.445 -2.210 -0.372
H 3.498 -2.597 -2.994
H 4.836 -3.172 -1.987
H 4.650 -0.524 -3.488
H 5.985 -1.683 -3.515
H 6.180 0.444 -1.821
H 6.555 -1.166 -1.187
*
```



Entry 5:
The following is a DFT calculation (ωB97M-V/def2-TZVPD) of CHNO2S in the gas phase.

Computed properties:
* gap between HOMO and LUMO (spin up / spin down): 4.479 / 8.571 eV
* energy: -641.85167 Ha
* relative energy (zero: lowest compared OMol25 entry of this formula, charge and spin): 141.8 kcal per mole
* E_LUMO (spin up / spin down): -0.081 / -3.325 eV
* <S²>: 2.0131
* HOMO energy (spin up / spin down): -4.6 / -11.9 eV

Structure (ORCA input):
```
! RIJCOSX wB97M-V def2-TZVPD def2/J DEFGRID3
* xyz 0 3
C 1.712 1.585 -1.777
N 0.831 1.168 -1.203
O 2.572 2.137 -2.264
O -0.536 -0.772 -1.518
S -0.353 0.409 -0.773
H 0.184 0.127 0.653
*
```



Entry 6:
The following is a DFT calculation (ωB97M-V/def2-TZVPD) of 2 unconnected molecules or ions with the total composition C4H12.

Computed properties:
* gap between HOMO and LUMO: 12.675 eV
* energy: -159.56141 Ha
* relative energy (zero: lowest compared OMol25 entry of this formula, charge and spin): 14.8 kcal per mole
* E_LUMO: 1.136 eV
* SMILES string: CC.CC
* HOMO energy: -11.5 eV

Structure (ORCA input):
```
! RIJCOSX wB97M-V def2-TZVPD def2/J DEFGRID3
* xyz 0 1
C 0.790 2.101 -1.483
C 1.543 1.490 -0.308
H 1.202 2.029 -2.489
H -0.126 1.500 -1.567
H 0.426 3.112 -1.303
H 2.625 1.671 -0.281
H 1.343 0.429 -0.282
H 1.272 2.052 0.590
C -0.645 -2.027 0.311
C -1.691 -1.574 1.344
H -1.010 -2.911 -0.203
H -0.175 -1.162 -0.144
H 0.216 -2.456 0.848
H -1.480 -0.569 1.728
H -1.577 -2.162 2.254
H -2.713 -1.523 0.985
*
```



Entry 7:
The following is a DFT calculation (ωB97M-V/def2-TZVPD) of 9 unconnected molecules or ions with the total composition C3H27N3O8.

Computed properties:
* gap between HOMO and LUMO: 9.090 eV
* energy: -896.62213 Ha
* relative energy (zero: lowest compared OMol25 entry of this formula, charge and spin): 0.0 kcal per mole
* E_LUMO: 0.232 eV
* SMILES string: NCCNCN.O.O.O.O.O.O.O.O
* HOMO energy: -8.9 eV

Structure (ORCA input):
```
! RIJCOSX wB97M-V def2-TZVPD def2/J DEFGRID3
* xyz 0 1
N -0.704 -2.853 0.663
C -0.046 -2.771 -0.629
C 0.722 -1.422 -0.775
N -0.210 -0.313 -0.673
C 0.325 0.939 -0.139
N 0.667 0.750 1.294
H -1.424 -2.153 0.765
H -0.102 -2.716 1.467
H -0.872 -2.654 -1.329
H 0.630 -3.585 -0.859
H 1.515 -1.448 -0.012
H 1.343 -1.324 -1.684
H -0.599 -0.129 -1.602
H -0.512 1.663 -0.164
H 1.247 1.297 -0.604
H -0.105 1.010 1.891
H 0.732 -0.228 1.561
O -0.844 0.353 -3.555
H -1.044 -0.591 -3.609
H -1.729 0.596 -3.230
O 2.160 -2.349 2.779
H 2.810 -3.058 2.637
H 2.098 -2.172 1.825
O 0.886 -0.228 4.027
H 1.609 -0.731 4.412
H 1.319 0.437 3.482
O -2.120 1.722 0.878
H -2.844 2.276 1.179
H -1.974 0.937 1.411
O 0.600 -1.897 -4.271
H -0.109 -2.083 -4.893
H 1.081 -1.192 -4.712
O -0.807 4.076 0.068
H -0.096 3.531 0.422
H -0.459 4.353 -0.786
O -3.104 0.642 -1.757
H -2.890 0.293 -0.887
H -3.532 1.491 -1.679
O 2.511 3.217 2.392
H 1.894 3.830 1.982
H 1.976 2.487 2.713
*
```



Entry 8:
The following is a DFT calculation (ωB97M-V/def2-TZVPD) of 3 unconnected molecules or ions with the total composition C4H12NO2.

Computed properties:
* gap between HOMO and LUMO: 8.839 eV
* energy: -364.53042 Ha
* relative energy (zero: lowest compared OMol25 entry of this formula, charge and spin): 65.8 kcal per mole
* E_LUMO: -5.004 eV
* HOMO energy: -13.8 eV

Structure (ORCA input):
```
! RIJCOSX wB97M-V def2-TZVPD def2/J DEFGRID3
* xyz 1 1
C 1.770 0.768 0.642
C 0.473 1.168 -0.025
C -0.058 2.394 -0.074
C 0.064 -1.143 -0.880
N -0.285 0.096 -0.557
H 2.415 0.315 -0.074
H 2.035 1.759 1.026
H 1.655 0.089 1.470
H -0.725 2.826 -0.873
H 0.237 3.162 0.636
H -0.636 -1.735 -1.253
H 1.030 -1.401 -0.495
H -1.313 0.427 -0.922
H 0.778 -2.769 2.669
H 2.087 -3.495 2.470
O 1.467 -2.907 2.034
H -3.523 1.232 -1.563
H -3.561 -0.326 -1.731
O -2.965 0.422 -1.464
*
```



How do the records compare in max |F|? In the order shown, they have 0.0149, 0.0754, 0.0402, 0.0121, 0.1246, 0.0402, 0.0464, 0.1456 Eh/bohr.